1.
Computed, not measured: a molecular structure, C3H4N2O3 at a distorted geometry, with ωB97M-V/def2-TZVPD.

CARTESIAN COORDINATES (ANGSTROEM)
O -2.38876 0.21522 0.10272
O 0.17256 2.02315 -0.17714
O 2.33507 -0.08317 0.21369
N -0.98972 -0.13164 -0.37260
N -0.84257 -1.39881 0.00488
C 0.04629 0.60134 -0.04270
C 0.41414 -1.58027 0.07136
C 1.01093 -0.28188 -0.03362
H 1.20761 1.94518 0.89830
H 0.96413 -2.41325 -0.12522
H -1.96848 1.06388 1.51698
H 2.84376 0.44062 -0.80049

Cartesian forces, eV/Å:
O 4.05 2.99 2.72
O 3.38 -3.00 4.90
O 2.75 3.03 -4.78
N -8.19 -0.03 2.43
N -1.48 -2.36 -1.57
C 1.02 5.44 -1.98
C 1.16 3.04 -0.68
C 3.60 -2.42 1.77
H -3.52 0.79 -4.12
H 0.95 -2.78 0.50
H -1.40 -2.37 -3.85
H -2.34 -2.35 4.65

Frontier orbital gap: 7.43 eV
Spin multiplicity: 1
E_HOMO: -9.16 eV
Strongest force on any atom: 8.539 eV/A
Molar mass: 116.076 g mol⁻¹
LUMO energy: -1.7 eV
Energy relative to the best compared isomer or geometry (same formula, charge and spin): 1212.5 kJ/mol

These are the Mulliken partial charges, in e, on atoms 1 to 5:
1. O -0.463
2. O -0.561
3. O -0.647
4. N 0.504
5. N -0.592

---

2.
Computed, not measured: a molecular structure, C35H27BiN9O2S at a distorted geometry, with ωB97M-V/def2-TZVPD.

CARTESIAN COORDINATES (ANGSTROEM)
Bi -0.94351 -1.32752 0.88958
S -0.36020 -0.91995 3.32266
O -5.36120 5.31215 -3.65587
O -2.63919 -0.01668 1.31162
N -1.56425 5.46761 1.45684
N -0.12157 0.87751 0.74793
N -1.22792 -4.41300 1.27457
N 2.12542 -1.42518 2.26432
N 2.75438 -6.11282 3.12471
N -2.03168 6.34326 0.68658
N 0.43829 -1.78770 -1.43828
N 2.01105 -0.72370 4.37984
N 1.48477 -1.66877 1.06754
C -1.01613 -6.58404 0.15094
C -0.20114 -4.73971 2.03144
C -0.80044 3.21591 1.04612
C 6.37473 -2.79129 1.12644
C -3.47274 2.20301 1.48699
C -2.50680 4.98905 -1.32878
C -1.69328 -5.37058 0.40808
C 1.15889 1.28994 0.61138
C 4.70281 -1.57792 -0.16683
C 1.52312 2.65349 0.67580
C 0.15483 -6.80984 0.88760
C 0.56943 -5.88863 1.80067
C 2.27075 -2.09184 0.15155
C 2.51452 -2.43696 -2.33798
C -1.08446 1.81314 0.97554
C 5.34167 -3.56729 1.71760
C 4.01330 -3.27416 1.37967
C -3.13042 3.58788 1.48953
C 3.69126 -2.35057 0.45910
C -0.08920 -1.67559 -2.66420
C 1.80283 -6.02584 2.50010
C 1.38514 -1.10143 3.23953
C -4.31200 5.55234 -2.80053
C -4.65029 6.62516 -1.92789
C 6.02586 -1.79589 0.15173
C 1.98425 -2.34843 -3.62188
C 1.72063 -2.14694 -1.22843
C 0.66468 -1.94228 -3.80517
C -1.89749 4.07926 1.22173
C 0.53743 3.59366 0.92051
C -2.43913 1.30410 1.21200
C -3.82439 6.94422 -0.88531
C -5.17314 4.18733 -4.50325
C -3.20249 4.71810 -2.49972
C -2.79423 6.05565 -0.50153
H -5.55215 7.21036 -2.25757
H 4.44372 -0.70797 -0.78720
H -4.00720 7.78879 -0.28120
H 7.46666 -2.91583 1.36381
H 2.97858 -0.61237 4.27192
H 2.54225 2.95865 0.55039
H -1.74364 4.31685 -0.99819
H 1.54066 -0.41161 5.22269
H -3.05063 3.82818 -3.13425
H -5.09268 3.21258 -3.91940
H -2.54420 -5.07025 -0.24325
H 0.77921 4.63027 1.05604
H -1.16894 -1.60840 -2.74054
H -3.95705 4.28466 1.67922
H 0.12798 -3.98380 2.72793
H -1.47354 -7.38059 -0.45465
H 0.31741 -1.84554 -4.82374
H -6.07487 4.10463 -5.13127
H 5.60694 -4.31667 2.43267
H 0.82300 -7.74190 0.61093
H 3.52019 -2.74955 -2.20467
H 3.28124 -3.87466 1.92763
H -4.28492 4.28094 -5.11858
H 2.55624 -2.56693 -4.54324
H 1.92891 0.52746 0.49692
H 6.79302 -1.13108 -0.29275
H -4.46892 1.87555 1.78573

Cartesian forces, eV/Å:
Bi -0.39 0.16 0.09
S -0.14 -0.51 0.26
O 1.54 -0.70 -0.43
O 0.53 0.53 -0.64
N -1.01 0.72 -1.57
N 1.34 0.85 -0.25
N -1.13 -1.28 -0.65
N 0.46 -0.45 -1.48
N 0.87 -0.02 0.36
N 0.30 -0.11 0.57
N -0.23 0.25 0.37
N -1.08 -0.27 0.05
N 0.17 -0.04 1.00
C -0.83 0.53 1.29
C 0.59 0.22 -0.75
C -0.36 -1.80 -0.18
C -0.22 0.20 -0.66
C 1.78 0.39 -0.18
C 0.16 -0.26 -0.20
C 0.72 0.40 -0.81
C -0.65 0.16 0.03
C -0.48 0.14 0.32
C -1.17 -0.46 0.21
C 0.85 -2.66 -2.17
C 0.00 0.71 0.63
C -0.14 0.19 -0.59
C -0.32 -0.22 -0.10
C -1.17 -0.18 0.04
C 1.30 1.85 -1.25
C 0.94 -2.46 1.84
C -1.75 -0.29 -0.13
C 0.19 1.50 -1.97
C 0.57 -1.29 0.11
C -0.56 -0.16 0.11
C -1.41 1.20 2.00
C -1.16 -0.01 1.90
C 0.01 0.22 -1.72
C 0.75 -0.34 0.98
C -0.22 0.29 -0.57
C -0.24 0.46 -1.47
C 0.76 0.01 0.32
C 0.70 0.46 1.11
C 0.45 -0.26 -0.11
C -0.42 0.06 0.78
C 0.44 -0.97 0.42
C -0.80 -1.27 0.34
C -1.61 0.35 -1.07
C -0.28 0.08 -0.24
H 1.10 -0.50 0.74
H 0.01 -0.63 0.02
H -0.24 0.86 0.64
H -1.39 -0.07 -0.11
H 1.43 0.14 0.29
H 0.35 -0.07 0.05
H 0.37 -0.27 -0.35
H 0.09 -0.17 -0.58
H 0.33 0.60 0.62
H -0.09 1.18 -0.45
H 0.54 -0.30 0.81
H 0.18 0.37 -0.13
H 0.02 0.65 0.17
H 0.49 -0.12 0.01
H 0.11 0.00 0.34
H 0.45 0.70 0.02
H -0.46 0.01 0.17
H 0.48 0.17 0.21
H -0.16 -0.33 0.32
H -1.49 1.98 0.88
H 0.70 -0.22 0.13
H -0.07 0.41 -0.45
H 0.14 0.15 -0.19
H -0.06 0.05 0.93
H -0.35 0.21 -0.12
H -0.46 -0.67 0.38
H 0.38 -0.03 -0.26

Net charge: +1
Frontier orbital gap: 6.28 eV
Spin multiplicity: 1
E_HOMO: -9.82 eV
Strongest force on any atom: 3.536 eV/A
Molar mass: 846.709 g mol⁻¹
LUMO energy: -3.5 eV
Energy relative to the best compared isomer or geometry (same formula, charge and spin): 115.9 kJ/mol

These are the Mulliken partial charges, in e, on atoms 1 to 5:
1. Bi 1.311
2. S -0.444
3. O -0.380
4. O -0.869
5. N -0.474

---

3.
Computed, not measured: C3H7NOS in the gas phase at a distorted geometry, with ωB97M-V/def2-TZVPD.

CARTESIAN COORDINATES (ANGSTROEM)
S 1.56828 0.18121 -0.53458
O 1.93624 -1.48031 0.16346
N 2.33615 1.19994 0.36078
C -0.04295 0.22872 0.17223
C -1.23474 0.68838 -0.64942
C -1.02928 -0.79685 -0.24477
H -1.58528 -1.30050 0.44175
H 0.23285 0.45555 1.30161
H -0.74036 -1.46686 -1.10108
H -1.94055 1.26528 -0.04566
H 3.25144 1.49279 0.06134
H 1.23938 -1.94748 -0.19902
H -1.00497 1.06539 -1.54760

Cartesian forces, eV/Å:
S 1.95 -0.74 0.90
O 1.85 3.52 0.30
N -1.48 -0.64 0.05
C 1.05 0.40 2.68
C -0.34 -1.64 5.15
C 1.77 1.23 -3.92
H -1.72 -0.83 1.94
H -1.33 -0.26 -2.29
H -0.21 0.75 0.85
H 0.09 -0.23 -0.43
H 0.14 -0.28 -0.69
H -2.28 -2.13 -1.10
H 0.50 0.85 -3.46

Frontier orbital gap: 10.05 eV
Spin multiplicity: 1
E_HOMO: -9.20 eV
Strongest force on any atom: 5.421 eV/A
Molar mass: 105.162 g mol⁻¹
LUMO energy: 0.9 eV
Energy relative to the best compared isomer or geometry (same formula, charge and spin): 390.5 kJ/mol

These are the Mulliken partial charges, in e, on atoms 1 to 5:
1. S 0.339
2. O -0.521
3. N -0.626
4. C 0.140
5. C -0.551

---

4.
Computed, not measured: a molecular structure, C50H42ClF3N5O2RuSTe at a distorted geometry, with ωB97M-V/def2-TZVPD.

CARTESIAN COORDINATES (ANGSTROEM)
Te 0.88177 0.38209 1.20627
Ru -1.77780 -1.25890 -1.00201
Cl -3.23404 -4.53714 5.36305
S -3.91154 -0.15358 -1.01566
F 4.05165 -4.99375 0.32151
F 4.62446 -4.09253 -1.56364
F 3.39062 -5.86176 -1.54795
O -0.30031 1.30626 -2.62332
O -1.67818 -0.89436 1.04106
N 0.09683 0.53311 -0.56819
N -2.07375 -1.75751 -2.99599
N -2.89467 -2.87625 -0.74999
N -2.63777 2.12717 -1.46211
N -0.00719 -2.42140 -0.91472
C -3.06183 -3.82273 2.76439
C 3.09794 4.67500 -1.36898
C 1.12156 3.58269 -0.54521
C 2.82543 -0.29157 0.74408
C -2.08561 -1.72285 1.94719
C 1.26445 5.91634 4.37208
C 2.37186 4.15392 2.95756
C -4.46321 3.74204 -0.29632
C -0.03912 2.83038 2.57299
C 2.01708 4.64419 -0.50325
C -4.78235 -4.88478 -3.30719
C 3.65183 2.61588 1.49967
C -4.65609 2.38832 -0.29001
C 1.29700 2.55380 -1.46103
C 5.31517 -1.32631 0.17069
C -3.36311 -3.27379 -4.39329
C 3.62211 -4.70220 -0.91260
C -2.92767 -2.82376 -3.13681
C 0.37457 -3.10543 0.16898
C -1.40793 2.26810 2.28859
C 4.56182 -0.75218 -0.84060
C -2.80787 -3.47434 4.05828
C -1.66708 -1.13798 -4.08198
C 3.05492 -0.91990 3.19407
C -4.35596 -4.42033 -2.04654
C 0.80794 -2.43277 -1.98135
C 2.37109 -3.85768 -0.88753
C 1.98956 -3.14452 -2.01468
C 2.35788 2.61503 -2.36377
C 1.55942 -3.82388 0.22911
C -4.29251 -4.33722 -4.45793
C 0.32329 1.41004 -1.55523
C 1.22223 4.65729 3.55327
C -2.71724 -2.97402 1.68615
C -2.42684 3.46264 -1.47729
C -3.08279 -3.46162 0.38605
C -2.20553 -2.23957 4.33602
C 2.36790 3.00282 2.17944
C 3.56359 -0.87624 1.77782
C 1.14777 2.32053 2.03105
C 4.81580 -1.39364 1.46223
C -1.86249 -1.39702 3.31392
C -3.32222 4.30806 -0.90189
C 3.30552 -0.24317 -0.55395
C -3.41361 -3.43084 -1.95320
C -2.03633 -1.54069 -5.38146
C -3.71221 1.52819 -0.89668
C 3.26468 3.65960 -2.30466
C 0.02581 3.99293 3.33143
C -2.87271 -2.60295 -5.53951
H -4.62724 -4.68515 -5.42632
H 0.56623 5.86630 5.20671
H -3.15825 5.37395 -0.92291
H -1.40652 -0.44048 3.53570
H 2.95947 0.08610 3.61422
H 4.94615 -0.71095 -1.85151
H 3.80185 5.49583 -1.32999
H 6.29201 -1.73610 -0.04813
H 2.60220 -3.13251 -2.90515
H 4.09468 3.69329 -2.99825
H 0.26815 3.57498 0.12520
H -1.02751 -0.27887 -3.91962
H 2.26241 6.09787 4.76734
H -0.89121 4.38921 3.75448
H -3.18389 -2.93285 -6.52263
H -5.52018 1.94121 0.17824
H 3.73612 -1.47729 3.83417
H -1.89746 2.88796 1.53579
H 1.86612 5.44363 0.21043
H 0.48836 -1.84527 -2.82972
H -3.59968 -4.41816 0.38468
H 2.46185 1.84060 -3.11445
H -2.02000 -1.95868 5.36443
H 3.47906 2.29625 0.47514
H 2.07452 -1.40059 3.25970
H 5.40723 -1.85392 2.24416
H 1.81848 -4.36017 1.13099
H -0.29937 -3.09006 1.01300
H 0.98649 6.77840 3.76237
H 3.30847 4.68473 3.08681
H -1.95044 1.54023 -1.92079
H 4.31757 3.47719 1.46874
H -1.65492 -0.98807 -6.22808
H -4.80480 -4.84837 -1.16088
H -1.43401 1.24808 1.89963
H -1.52365 3.78313 -1.97569
H -5.51843 -5.67533 -3.35125
H -3.54267 -4.77026 2.55349
H -5.19483 4.38684 0.17387
H -2.02960 2.29805 3.18379
H 2.70640 0.19197 -1.33860
H 4.17488 1.81201 2.02048

Cartesian forces, eV/Å:
Te 0.13 -0.13 0.16
Ru 0.47 0.31 0.78
Cl 0.00 0.01 -0.01
S 0.03 0.01 0.31
F -0.01 0.03 -0.02
F -0.04 0.06 0.02
F -0.03 -0.01 0.03
O -0.16 -0.08 -0.33
O 0.01 -0.18 -0.04
N -0.84 -0.09 -0.79
N -0.01 0.08 -0.11
N 0.00 -0.26 -0.19
N -0.52 0.39 0.40
N 0.14 0.02 -0.07
C -0.02 -0.01 -0.01
C -0.03 0.00 0.00
C -0.24 0.16 -0.19
C 0.01 0.08 0.03
C -0.05 0.02 0.05
C 0.00 0.00 0.00
C -0.03 -0.04 -0.01
C 0.03 0.04 0.01
C 0.04 -0.03 0.08
C -0.04 0.07 -0.12
C 0.02 0.03 0.01
C 0.04 -0.05 0.05
C 0.02 -0.02 0.00
C 0.06 -0.06 0.13
C 0.03 -0.04 -0.02
C -0.01 0.00 -0.05
C 0.02 -0.02 -0.03
C 0.01 0.06 -0.01
C -0.02 -0.05 -0.04
C -0.03 -0.07 0.05
C 0.01 -0.04 -0.08
C 0.00 0.01 0.02
C 0.04 -0.01 0.00
C 0.01 -0.01 0.02
C -0.02 -0.07 -0.01
C 0.02 -0.02 0.10
C 0.02 0.04 -0.03
C 0.04 -0.01 0.02
C 0.04 0.00 0.04
C -0.05 -0.03 0.00
C 0.01 0.00 0.01
C 0.51 0.15 0.36
C 0.00 0.02 0.02
C -0.02 -0.04 -0.04
C 0.02 -0.08 -0.01
C -0.14 0.13 -0.02
C -0.02 -0.02 0.01
C -0.07 -0.10 0.11
C -0.03 0.03 0.01
C 0.21 -0.08 0.20
C -0.02 -0.01 0.03
C 0.02 0.05 -0.03
C -0.09 0.00 0.07
C 0.02 -0.08 0.01
C 0.04 0.01 0.06
C 0.03 0.02 0.01
C 0.02 0.11 -0.27
C 0.00 -0.01 -0.03
C -0.02 0.06 0.01
C -0.02 -0.02 0.04
H 0.00 -0.01 0.00
H 0.00 0.00 0.00
H 0.00 0.01 0.01
H 0.00 0.00 -0.01
H -0.02 0.00 0.00
H 0.00 0.01 0.00
H 0.00 0.00 0.00
H 0.01 0.00 0.00
H 0.01 0.00 0.00
H 0.00 0.00 0.00
H 0.11 0.04 -0.17
H 0.00 0.01 0.00
H 0.00 0.00 0.00
H 0.00 0.00 0.00
H 0.00 0.00 0.00
H -0.01 -0.01 -0.01
H 0.01 0.01 0.00
H -0.07 0.08 -0.10
H 0.00 0.00 0.00
H 0.01 0.00 0.01
H 0.03 0.00 0.01
H 0.01 0.00 0.00
H 0.01 0.00 0.00
H -0.01 -0.02 -0.06
H 0.01 -0.01 0.01
H 0.00 0.00 0.01
H 0.01 0.00 0.00
H 0.00 0.03 0.02
H 0.00 0.00 0.00
H 0.01 0.00 -0.01
H 0.39 -0.33 -0.31
H 0.00 -0.02 0.02
H 0.00 0.00 0.00
H 0.01 -0.01 -0.01
H -0.03 0.00 0.03
H 0.04 -0.01 -0.03
H -0.01 -0.01 0.00
H 0.00 0.00 0.00
H 0.00 0.00 -0.01
H 0.00 -0.02 -0.01
H -0.04 0.01 -0.05
H -0.01 -0.03 0.00

Net charge: +1
Frontier orbital gap: 6.63 eV
Spin multiplicity: 1
E_HOMO: -9.42 eV
Strongest force on any atom: 1.161 eV/A
Molar mass: 1098.103 g mol⁻¹
LUMO energy: -2.8 eV
Energy relative to the best compared isomer or geometry (same formula, charge and spin): 0.0 kJ/mol

These are the Mulliken partial charges, in e, on atoms 1 to 5:
1. Te -0.079
2. Ru 0.725
3. Cl -0.229
4. S -0.541
5. F -0.277